Record 1
Here is a structure of composition C37H48F4N2O22S from OMol25. Energies are from the ωB97M-V functional and the def2-TZVPD basis.

Properties
Calculated total energy, eV: -108881.14316
HOMO level, eV: -9.3301

Structure (XYZ):
```
114
Properties=species:S:1:pos:R:3:forces:R:3
O 1.79593 -3.21453 3.45665 -0.1 -0.1 0.0
C 0.95866 -2.30678 2.74883 0.4 -0.7 0.3
C -0.14003 -3.14304 2.11817 -0.5 0.3 0.1
C -1.54960 -2.74701 2.44246 0.0 -0.1 0.0
C -2.52859 -3.69033 2.50974 0.5 0.2 0.0
F -2.22365 -4.97939 2.28479 0.2 -0.3 0.0
C -3.87199 -3.44113 2.81408 -0.3 0.1 0.1
C -4.28007 -2.17917 3.06291 -0.5 -0.2 0.1
C -3.33573 -1.15354 2.97602 -0.6 0.6 0.3
N -3.57608 0.14694 3.15730 -1.2 0.6 0.1
S -2.23324 0.94048 2.91825 0.0 -0.4 0.0
N -1.27668 -0.28622 2.60987 1.0 -0.2 -0.3
C -2.00364 -1.41662 2.66697 1.1 0.1 -0.2
C 1.81454 -1.62904 1.70378 0.0 0.3 0.1
F 1.17034 -0.66958 1.04858 -0.4 0.3 -0.3
F 2.89517 -1.05805 2.25807 0.3 0.1 0.3
F 2.26282 -2.49452 0.79228 0.2 -0.4 -0.4
H 2.36527 -2.71085 4.04313 0.1 0.1 0.1
H 0.57644 -1.56519 3.42945 -0.2 0.4 0.1
H -0.02976 -3.20650 1.04582 0.1 0.1 -0.4
H 0.00341 -4.14125 2.48825 0.1 -0.5 0.1
H -4.55121 -4.26938 2.83639 -0.2 -0.3 0.0
H -5.29483 -1.94698 3.31042 -0.4 0.1 0.1
C 0.86270 1.86175 -1.06376 -0.1 0.3 0.0
C 0.34086 1.55646 -2.44045 0.1 0.0 0.0
C 1.39677 1.32776 -3.50117 -0.1 -0.2 0.0
O 0.70636 1.73815 -4.69496 0.2 -0.1 0.1
C -0.23777 2.64322 -4.34435 0.0 -0.1 0.1
O -0.84851 3.30338 -5.11937 -0.1 0.1 -0.1
O -0.37207 2.68248 -3.00321 -0.1 0.0 0.1
H 0.04185 2.08373 -0.38260 0.0 -0.1 0.0
H 1.41212 1.00664 -0.67697 0.0 0.0 0.0
H 1.52192 2.73054 -1.08124 0.0 0.0 -0.1
H -0.35695 0.71558 -2.40703 0.0 0.0 -0.1
H 1.71447 0.29426 -3.59156 0.0 0.0 -0.1
H 2.27455 1.96341 -3.36463 0.0 0.0 0.1
C -0.99234 0.12248 -7.77898 -0.2 0.1 0.3
C -0.15907 -0.98699 -7.19603 -0.1 0.3 -0.2
C -0.02880 -2.21776 -8.06327 0.1 -0.1 0.2
O 0.15905 -3.25168 -7.07758 0.0 0.0 -0.2
C -0.42173 -2.84360 -5.92695 0.1 0.1 -0.1
O -0.59095 -3.53341 -4.97368 0.0 -0.1 0.1
O -0.77170 -1.54135 -6.00983 0.1 0.0 0.0
H -1.09097 0.94161 -7.06668 0.1 0.0 0.0
H -0.52740 0.50796 -8.68561 0.1 0.0 0.0
H -1.99876 -0.22708 -8.01292 0.0 -0.1 -0.1
H 0.82769 -0.61108 -6.91324 0.0 0.0 0.0
H 0.81522 -2.18637 -8.74608 0.1 -0.1 0.1
H -0.94505 -2.42856 -8.61885 0.0 0.0 0.0
C 0.04104 3.00484 8.48808 -0.1 0.3 0.0
C -0.70608 2.62874 7.23771 0.0 0.1 0.1
C 0.14761 2.31512 6.03106 0.0 0.1 -0.1
O -0.72359 2.68428 4.94551 0.3 0.0 0.0
C -1.56853 3.63337 5.39732 -0.1 0.0 0.1
O -2.29621 4.27171 4.70294 0.2 -0.1 0.1
O -1.48455 3.74336 6.73521 0.0 -0.1 0.2
H -0.65141 3.28558 9.28035 0.0 -0.1 0.0
H 0.63890 2.16047 8.82928 0.0 0.0 0.0
H 0.69650 3.85596 8.30192 0.0 0.0 0.0
H -1.39996 1.80790 7.43552 0.0 0.0 0.0
H 0.41931 1.27387 5.95296 0.0 -0.3 -0.1
H 1.04212 2.94092 5.98259 0.0 0.0 0.1
C -4.55758 5.73244 3.14625 -0.2 0.3 0.0
C -5.32859 5.37084 1.90699 0.1 0.0 0.0
C -4.49516 5.05730 0.68163 -0.1 0.0 -0.1
O -5.37306 5.43131 -0.39065 0.2 -0.1 0.0
C -6.21773 6.38222 0.07408 0.1 0.0 0.1
O -6.94513 7.02981 -0.60333 -0.1 0.1 -0.1
O -6.10904 6.48548 1.41747 0.0 -0.1 0.1
H -5.23941 6.01716 3.94713 0.0 -0.1 0.0
H -3.95592 4.89463 3.48775 0.0 0.0 -0.1
H -3.90033 6.58178 2.95603 0.0 0.0 0.0
H -6.02490 4.55295 2.11307 0.0 0.0 0.0
H -4.22239 4.00944 0.59124 -0.1 0.0 -0.1
H -3.59709 5.67672 0.62948 0.0 0.0 0.1
C 4.87837 2.69588 -5.88698 0.3 -0.2 -0.1
C 4.06995 2.61750 -7.15336 0.0 -0.1 0.1
C 2.72669 1.94470 -6.98888 -0.2 0.1 -0.1
O 2.50126 1.39405 -8.29837 -0.1 0.0 0.1
C 3.70973 1.17385 -8.86752 0.0 0.0 0.2
O 3.88109 0.55372 -9.86563 0.0 -0.1 -0.1
O 4.68544 1.74885 -8.13158 0.1 0.2 0.0
H 5.87237 3.09805 -6.08192 0.0 0.1 0.0
H 4.37865 3.34024 -5.16295 0.0 0.0 0.0
H 4.99670 1.70310 -5.45813 -0.1 0.0 0.0
H 3.97064 3.60398 -7.61422 -0.1 0.0 0.0
H 1.92395 2.62567 -6.72442 -0.1 0.0 -0.1
H 2.76049 1.12417 -6.27119 0.1 0.0 0.1
C 5.51444 -4.24773 -2.68720 -0.1 0.0 -0.2
C 5.36283 -2.75209 -2.61254 -0.1 -0.1 0.1
C 4.18469 -2.25018 -1.80363 0.0 0.0 0.0
O 3.88645 -0.99844 -2.45546 -0.1 -0.1 0.1
C 4.30976 -1.09301 -3.73652 0.1 -0.1 0.1
O 4.04952 -0.30701 -4.59264 -0.1 0.1 0.0
O 5.05847 -2.19314 -3.90932 0.2 0.0 0.0
H 6.33692 -4.51720 -3.34756 0.0 0.0 0.0
H 5.71633 -4.65346 -1.69646 0.0 0.0 0.0
H 4.60690 -4.70503 -3.08143 0.0 0.0 0.0
H 6.29007 -2.28778 -2.26681 0.0 0.0 0.0
H 4.41339 -2.08894 -0.75486 0.0 0.2 0.0
H 3.31305 -2.90114 -1.89194 0.0 0.0 0.0
C -2.87077 -5.38035 6.23409 -0.2 0.2 -0.2
C -1.52361 -4.80840 6.56759 -0.1 -0.1 0.1
C -1.22840 -4.59923 8.03829 0.1 0.0 0.0
O -0.31669 -3.48865 8.00254 -0.1 -0.2 0.3
C -0.57011 -2.78671 6.88388 0.1 0.1 -0.1
O -0.11370 -1.71463 6.64515 0.1 0.4 -0.1
O -1.40296 -3.45611 6.07397 -0.1 -0.2 -0.2
H -2.99588 -5.40445 5.15209 0.0 -0.1 0.0
H -2.96466 -6.39446 6.61951 0.0 0.0 0.0
H -3.67147 -4.76707 6.64872 0.0 0.0 0.1
H -0.73081 -5.39543 6.09733 0.0 0.0 0.0
H -0.76017 -5.45123 8.52153 0.1 0.0 0.0
H -2.11680 -4.29999 8.59797 0.0 0.0 0.0
```
Positions in Å, forces in eV/Å.

=====

Record 2
Here is a structure of composition C37H48MnN4P2Si2 from OMol25. Energies are from the ωB97M-V functional and the def2-TZVPD basis.

Properties
Calculated total energy, eV: -110747.62608
Spin multiplicity: 2
HOMO level (spin up / spin down), eV: -13.3403 / -13.3433
Charge: +2

Structure (XYZ):
```
94
Properties=species:S:1:pos:R:3:forces:R:3
Mn -0.07969 -1.08569 -0.98253 -0.3 1.4 0.8
C -3.99683 -2.98032 -1.29900 0.2 0.2 -0.1
Si -2.71654 -2.27054 -2.45384 -0.1 0.0 0.0
C -1.34505 -3.52015 -2.80019 0.2 0.2 0.2
C -3.46792 -1.57609 -4.01352 0.1 -0.1 0.2
N -1.86588 -0.95691 -1.60438 0.2 0.0 -0.6
P -1.75363 0.65412 -1.76288 0.3 0.2 -0.9
C -0.27039 0.71793 -0.78391 -0.5 -1.5 0.0
P -0.13198 0.41142 0.95290 0.2 0.2 0.2
N -0.51531 -1.16265 0.88973 0.4 -0.1 -0.1
Si 0.30524 -2.59672 1.52256 -0.1 -0.2 0.1
C 0.59961 -2.41932 3.34989 0.0 0.0 -0.2
C -0.70543 -4.11266 1.13495 0.1 0.2 0.0
C 1.80257 -2.61135 0.32293 0.0 -0.1 0.0
C -1.23436 1.36744 1.95919 0.1 0.0 -0.1
C -1.15278 2.75933 1.91448 0.1 0.0 0.0
C -2.04605 3.51237 2.65152 0.0 0.0 0.0
C -3.01324 2.87823 3.42343 0.0 0.0 0.0
C -3.09281 1.49354 3.46302 0.0 0.1 0.0
C -2.20452 0.73000 2.72386 0.0 -0.1 0.0
C 1.60633 0.68817 1.36043 -0.1 0.0 -0.1
C 1.89044 1.29809 2.67248 0.1 0.2 0.1
C 2.91099 2.14800 2.84095 -0.2 -0.2 0.0
C 3.73441 2.59073 1.73533 0.0 0.0 -0.3
C 3.51779 2.16148 0.48745 0.0 0.1 0.2
C 2.50222 1.14980 0.17866 0.0 -0.1 -0.2
C -1.31078 1.08495 -3.46285 -0.1 0.1 0.1
C -2.07669 1.96617 -4.22250 -0.1 -0.1 0.1
C -1.76417 2.20038 -5.55254 -0.1 0.0 0.0
C -0.68978 1.55883 -6.13770 0.1 0.0 0.0
C 0.08315 0.67201 -5.39666 -0.1 0.0 0.0
C -0.22890 0.43776 -4.07237 0.3 -0.3 0.4
C -3.13167 1.64554 -1.24281 0.1 -0.1 0.2
C -4.26816 1.02750 -0.73105 0.0 0.0 0.0
C -5.33440 1.80376 -0.30435 0.0 0.0 0.0
C -5.25246 3.18490 -0.37507 0.0 0.0 0.0
C -4.10706 3.80232 -0.86329 0.0 0.0 0.0
C -3.04125 3.03673 -1.29590 0.0 0.0 0.0
H -4.37493 -3.92384 -1.68322 -0.1 -0.2 -0.1
H -3.58238 -3.16785 -0.30922 0.1 0.0 0.1
H -4.85312 -2.31794 -1.18467 -0.1 0.1 0.0
H -1.62946 -4.52679 -2.50583 0.0 -0.2 0.0
H -1.09786 -3.54779 -3.85996 0.0 0.0 -0.1
H -0.39646 -3.30264 -2.26570 -0.2 -0.1 -0.1
H -4.17731 -2.28651 -4.43292 -0.1 -0.1 -0.1
H -4.01949 -0.65608 -3.82016 -0.1 0.1 0.1
H -2.71802 -1.36469 -4.77482 0.1 0.0 0.0
H 1.26202 -3.20124 3.71640 0.1 -0.1 0.0
H 1.02244 -1.45995 3.64191 0.0 0.1 0.0
H -0.35287 -2.54045 3.86358 -0.1 0.0 0.1
H -1.52767 -4.23624 1.83488 -0.1 0.0 0.1
H -1.12705 -4.08945 0.12928 0.0 0.0 -0.1
H -0.08471 -5.00494 1.20410 0.1 -0.1 0.0
H 2.74639 -2.96560 0.74003 0.0 0.1 0.0
H 1.56295 -3.31147 -0.49211 0.0 0.0 0.1
H 2.61772 -1.31809 -1.05741 -0.2 0.0 0.2
H -0.39355 3.24868 1.31614 0.0 0.0 0.0
H -1.98972 4.59076 2.63102 0.0 0.1 0.0
H -3.70876 3.47043 3.99859 -0.1 0.0 0.1
H -3.84672 1.01038 4.06655 0.0 0.0 0.0
H -2.26761 -0.35021 2.73020 0.0 0.0 0.0
H 1.22441 1.06805 3.49673 0.0 0.0 0.0
H 3.09373 2.57192 3.81642 0.0 0.0 0.1
H 4.48737 3.34064 1.92719 0.1 0.0 0.0
H 4.06028 2.58539 -0.34513 0.0 0.1 -0.1
H 2.01699 1.25738 -0.78965 0.0 0.0 0.1
H -2.93375 2.45868 -3.78746 0.0 0.0 0.0
H -2.36888 2.88180 -6.13216 0.0 0.0 0.0
H -0.45162 1.74198 -7.17352 0.0 0.0 -0.1
H 0.91923 0.16824 -5.85689 0.1 0.0 0.0
H 0.40456 -0.28025 -3.51962 -0.4 0.3 -0.2
H -4.31389 -0.05006 -0.66138 0.0 -0.1 0.0
H -6.22463 1.33229 0.08377 -0.1 0.0 0.0
H -6.08498 3.78827 -0.04404 0.0 0.0 0.0
H -4.05050 4.87926 -0.90819 0.0 0.1 0.0
H -2.14725 3.51734 -1.67052 0.1 0.0 0.0
N 1.93950 -1.25161 -0.28962 0.1 -0.3 -0.2
C 2.59217 -0.26321 0.68101 0.0 -0.2 -0.1
N 3.74892 -0.71868 1.30145 -0.4 0.4 0.0
C 3.78427 -1.27938 2.64412 -0.1 -0.1 0.1
C 5.21103 -1.27616 3.18398 0.0 0.0 0.0
C 5.87716 0.04545 2.84350 0.0 0.1 0.0
C 6.09378 0.13626 1.33255 0.1 0.0 -0.1
C 5.00635 -0.64018 0.57265 0.2 -0.1 -0.1
H 3.38739 -2.30008 2.67554 0.0 0.0 0.0
H 3.15913 -0.66275 3.29511 0.0 -0.1 0.0
H 5.78001 -2.10284 2.75342 0.0 0.0 0.0
H 5.17703 -1.44925 4.25800 0.0 0.0 0.1
H 6.82208 0.15991 3.37228 0.0 0.0 0.0
H 5.22753 0.86003 3.17701 0.1 0.0 0.0
H 7.05869 -0.29906 1.06835 0.0 0.0 0.0
H 6.11828 1.17943 1.01729 0.0 0.0 0.0
H 5.36142 -1.65607 0.36162 0.0 0.0 0.0
H 4.80536 -0.18034 -0.39684 0.0 0.0 0.0
```
Positions in Å, forces in eV/Å.

=====

Record 3
Here is a cluster of 11 separate species, C37H49Cl12N5 in total from OMol25. Energies are from the ωB97M-V functional and the def2-TZVPD basis.

Properties
Calculated total energy, eV: -196882.11449
HOMO level, eV: -9.2266
SMILES: c1ccncc1.c1ccncc1.c1ccncc1.c1ccncc1.c1ccncc1.ClCCCl.ClCCCl.ClCCCl.ClCCCl.ClCCCl.ClCCCl

Structure (XYZ):
```
103
Properties=species:S:1:pos:R:3:forces:R:3
Cl -2.54705 4.73688 -3.81651 -0.3 -0.5 -1.4
C -2.41548 4.90980 -2.09704 -0.6 0.4 1.2
C -3.50218 4.11327 -1.28637 1.4 0.4 -0.9
Cl -3.10623 4.37407 0.40902 0.0 0.0 0.7
H -2.50165 5.98530 -1.94220 -0.1 -0.1 0.4
H -1.39104 4.63515 -1.84565 -0.3 -0.3 0.4
H -3.38369 3.05113 -1.50066 -0.3 0.0 0.0
H -4.52823 4.44770 -1.43957 0.3 0.0 -0.3
Cl -0.99968 1.83060 6.30786 0.8 0.5 0.3
C -2.14153 1.25096 5.12749 -1.5 -1.0 -0.2
C -1.75340 1.47727 3.67845 0.9 0.7 0.3
Cl -2.68153 0.55256 2.48111 -0.4 0.0 0.4
H -3.08187 1.76375 5.32975 0.0 0.0 0.0
H -2.30476 0.20188 5.37428 0.1 0.0 -0.3
H -0.70371 1.24179 3.50295 0.0 0.1 0.2
H -1.91183 2.54010 3.49571 0.1 -0.1 -0.4
Cl 0.27962 -6.28579 -5.54475 0.2 -0.7 0.5
C 0.74658 -4.60871 -5.22488 -0.6 0.7 -0.7
C 1.59491 -4.37220 -3.97182 -0.3 -1.8 -0.3
Cl 2.13749 -2.72487 -3.83502 0.0 0.9 0.0
H -0.21776 -4.10176 -5.19094 0.2 0.3 0.4
H 1.17206 -4.30557 -6.18153 0.6 0.3 0.5
H 2.48235 -5.00474 -3.95071 0.0 0.0 -0.3
H 1.03327 -4.66908 -3.08609 -0.2 0.3 0.0
Cl -1.83765 -5.53773 -0.22476 -0.4 0.3 -0.1
C -2.50634 -3.88642 -0.43478 0.6 0.8 0.7
C -1.82590 -2.92218 0.55235 -0.7 -0.7 -0.5
Cl -2.44397 -3.15617 2.21443 0.3 -0.1 -0.2
H -3.58521 -3.84479 -0.28514 0.1 -0.4 -0.2
H -2.21978 -3.52701 -1.42312 -0.2 -0.3 -0.1
H -2.11058 -1.90544 0.28159 0.3 0.0 0.0
H -0.75446 -3.10941 0.48109 -0.1 0.4 0.5
Cl 4.55175 -3.79106 2.16330 0.1 0.1 -0.3
C 3.55682 -2.39946 1.59807 0.4 -0.2 -0.4
C 4.02651 -1.75223 0.28434 -0.1 -0.5 0.9
Cl 5.67716 -1.06893 0.45384 -0.3 0.1 0.0
H 3.59437 -1.68191 2.41772 -0.4 0.0 -0.2
H 2.56709 -2.83096 1.44857 -0.1 0.4 0.1
H 3.29836 -0.96100 0.10589 0.3 0.1 -0.3
H 4.07803 -2.45004 -0.55142 -0.2 0.0 0.1
Cl -1.33890 -0.42248 -5.49600 -0.7 -2.6 0.9
C -1.11220 1.26334 -5.54170 -0.5 1.4 -2.3
C -2.27838 1.88910 -6.44441 1.3 0.6 0.7
Cl -3.95147 1.49244 -6.04540 -0.1 -0.4 0.4
H -0.21725 1.23120 -6.16309 0.1 1.3 0.0
H -0.86770 1.72410 -4.58460 -0.6 0.0 -0.1
H -2.13381 1.60944 -7.48796 0.1 -0.2 0.2
H -2.26147 2.97705 -6.37986 0.4 -0.1 0.0
N 0.65144 -0.68150 0.31081 -0.5 0.7 -0.8
C 0.13814 0.52192 0.64729 -1.1 -1.5 -1.2
C -0.59839 1.27063 -0.29884 0.5 1.1 -0.1
C -0.76414 0.85653 -1.61518 0.0 -0.4 1.8
C -0.28269 -0.39780 -1.89112 0.0 0.2 -1.8
C 0.43660 -1.09603 -0.96717 1.0 0.0 1.7
H 0.13075 0.70885 1.71096 0.5 0.7 -0.1
H -0.96080 2.27033 -0.10999 -0.1 0.0 0.8
H -1.34007 1.41470 -2.33847 0.1 0.2 0.0
H -0.40949 -0.69645 -2.92123 0.2 -0.8 0.0
H 0.94686 -2.01910 -1.19947 -0.2 -0.2 -0.3
N 3.75892 2.60870 -0.77046 0.5 -1.6 -0.8
C 2.77988 1.84478 -1.37756 2.3 1.0 0.8
C 3.08140 0.91370 -2.35027 0.1 0.0 -1.7
C 4.37420 0.70901 -2.84678 1.1 2.1 2.2
C 5.41834 1.46749 -2.19699 -2.1 -1.4 0.7
C 5.06068 2.33561 -1.11322 -1.7 -0.4 -2.0
H 1.76103 1.99991 -1.05464 0.0 0.2 0.0
H 2.29155 0.48582 -2.94980 -0.4 -0.4 0.4
H 4.57639 0.02792 -3.66018 0.0 0.0 0.0
H 6.43507 1.15762 -2.38846 0.2 0.6 -0.1
H 5.83377 2.93665 -0.65771 0.0 0.0 0.3
N 2.08162 1.74099 3.35772 0.3 0.2 -0.1
C 2.53006 1.48865 4.60270 1.8 1.7 -0.6
C 3.75149 2.06840 5.10060 -1.0 -1.0 -0.8
C 4.53560 2.76933 4.22189 -0.1 0.1 -1.1
C 4.10401 2.92467 2.89662 -0.2 0.3 -0.2
C 2.86142 2.48367 2.48626 -0.2 -0.9 2.6
H 1.99642 0.87047 5.30944 -0.6 -0.2 -0.4
H 4.11280 1.84572 6.09370 -0.2 0.1 0.2
H 5.49081 3.21153 4.46364 0.1 -0.1 0.4
H 4.70933 3.43153 2.15967 0.2 0.2 0.1
H 2.50327 2.78177 1.51196 -0.3 -0.5 -0.1
N 1.60910 -2.09187 4.55317 -1.1 0.0 0.1
C 0.29721 -1.94740 4.29881 -0.7 -0.5 1.6
C -0.72556 -2.47282 5.16013 1.5 0.2 -0.8
C -0.26889 -3.16854 6.24065 0.5 -1.2 1.7
C 1.07827 -3.33064 6.55628 0.5 0.8 -1.2
C 1.98030 -2.76764 5.66759 -0.2 0.6 -0.6
H -0.03667 -1.36561 3.45239 0.4 0.0 -0.4
H -1.79208 -2.40729 5.00323 0.1 0.3 -0.4
H -0.86068 -3.70256 6.96935 -1.0 0.3 -0.2
H 1.40522 -3.84051 7.45045 0.0 -0.1 0.0
H 3.05331 -2.78018 5.78962 0.1 -0.3 0.3
N -5.12514 0.96051 -0.11321 -0.3 -0.3 -2.3
C -4.11170 0.43915 -0.87076 -1.1 -0.9 0.5
C -4.19151 0.06628 -2.22088 -2.3 1.2 0.2
C -5.40454 0.43519 -2.87569 0.9 0.2 0.3
C -6.41809 1.10284 -2.18215 0.6 -1.0 0.4
C -6.28617 1.23731 -0.80474 2.4 1.1 0.5
H -3.21384 0.15646 -0.34126 0.2 0.3 0.3
H -3.40329 -0.44261 -2.75580 0.1 0.1 0.1
H -5.49317 0.31185 -3.94495 0.0 -0.2 -0.1
H -7.31725 1.46948 -2.65488 0.0 -0.1 -0.2
H -6.95078 1.90364 -0.27493 -0.5 -0.5 0.3
```
Positions in Å, forces in eV/Å.